[1]
DFT (ωB97M-V/def2-TZVPD) results for a cluster of 9 separate species, C24H63NO14S9 in total.

Output
- E_LUMO (eV) = 0.37
- 2S+1 = 1
- HOMO level (hartree) = -0.2990

Each line ends with the Mulliken charge.
Geometry (Å):
C (-2.943, 1.171, -2.504)  -0.78
S (-2.384, -0.631, -2.193)  1.26
O (-3.418, -1.500, -3.011)  -0.71
O (-2.549, -0.829, -0.643)  -0.43
C (-0.622, -0.787, -2.802)  -0.10
C (0.349, 0.508, -2.403)  -0.29
C (1.621, 0.105, -1.447)  -0.35
C (1.144, -0.209, 0.125)  0.14
N (1.747, -1.323, 0.964)  -0.09
O (0.174, 0.525, 0.737)  -0.64
O (0.099, -1.985, -2.355)  -0.23
C (-0.794, -3.121, -2.086)  0.17
O (-1.476, -3.835, -2.985)  -0.56
C (-0.902, -3.590, -0.484)  0.19
C (-2.175, -4.573, -0.176)  -0.42
O (-2.823, -4.032, 1.065)  -0.54
H (-2.722, 1.814, -1.532)  0.13
H (-2.329, 1.643, -3.411)  0.36
H (-4.092, 1.262, -2.708)  0.42
H (-0.649, -0.833, -3.993)  0.31
H (0.776, 1.019, -3.373)  0.27
H (-0.245, 1.358, -1.823)  0.27
H (2.330, -0.718, -1.883)  0.16
H (2.288, 1.091, -1.357)  0.36
H (2.565, -0.957, 1.511)  -0.01
H (2.084, -2.042, 0.282)  0.27
H (0.107, -4.194, -0.288)  0.37
H (-0.874, -2.677, 0.250)  -0.09
H (-2.993, -4.615, -1.011)  0.27
H (-1.757, -5.646, 0.127)  0.22
H (-3.611, -3.453, 0.779)  0.29
C (-3.211, 0.410, 2.240)  -0.86
S (-4.964, 0.573, 1.824)  0.58
O (-5.391, 1.960, 2.201)  -0.68
C (-5.566, -0.550, 3.108)  -0.65
H (-2.636, 1.063, 1.579)  0.21
H (-3.044, 0.708, 3.278)  0.54
H (-2.894, -0.625, 2.090)  0.20
H (-5.254, -0.193, 4.093)  -0.20
H (-5.173, -1.553, 2.930)  0.37
H (-6.657, -0.577, 3.062)  0.43
C (-7.069, -1.739, 8.197)  -0.95
S (-6.133, -1.462, 6.673)  0.60
O (-5.088, -2.534, 6.586)  -0.62
C (-5.314, 0.052, 7.229)  -0.90
H (-7.636, -2.667, 8.092)  0.31
H (-6.385, -1.825, 9.045)  0.30
H (-7.762, -0.909, 8.356)  0.34
H (-4.739, -0.145, 8.137)  0.35
H (-6.064, 0.824, 7.420)  0.33
H (-4.640, 0.392, 6.440)  0.24
C (3.480, 1.692, -6.734)  -1.01
S (2.926, 0.250, -5.793)  0.45
O (2.313, 0.752, -4.519)  -0.59
C (4.581, -0.362, -5.396)  -0.98
H (2.601, 2.255, -7.056)  0.30
H (4.108, 2.330, -6.107)  0.31
H (4.039, 1.362, -7.614)  0.41
H (5.141, 0.402, -4.851)  0.29
H (5.104, -0.625, -6.318)  0.42
H (4.482, -1.252, -4.771)  0.31
C (0.374, -2.156, 4.011)  -0.62
S (1.871, -1.731, 4.934)  0.46
O (3.040, -2.285, 4.177)  -0.57
C (1.551, -2.838, 6.328)  -1.01
H (0.378, -1.602, 3.069)  -0.06
H (0.356, -3.228, 3.800)  0.33
H (-0.507, -1.872, 4.592)  0.46
H (1.461, -3.868, 5.975)  0.31
H (0.632, -2.533, 6.834)  0.39
H (2.388, -2.767, 7.027)  0.33
C (5.288, -1.824, 1.806)  -0.73
S (5.712, -1.003, 0.251)  0.47
O (4.644, -1.345, -0.745)  -0.54
C (7.151, -2.034, -0.119)  -1.00
H (4.382, -1.363, 2.206)  0.01
H (5.106, -2.887, 1.631)  0.35
H (6.104, -1.696, 2.522)  0.46
H (6.854, -3.084, -0.176)  0.37
H (7.906, -1.899, 0.659)  0.33
H (7.564, -1.722, -1.081)  0.32
C (-4.410, 2.960, -6.385)  -0.95
S (-3.120, 1.695, -6.483)  0.47
O (-2.254, 1.839, -5.267)  -0.65
C (-2.234, 2.439, -7.873)  -0.99
H (-5.069, 2.719, -5.548)  0.29
H (-3.959, 3.942, -6.219)  0.29
H (-4.989, 2.964, -7.312)  0.42
H (-1.917, 3.452, -7.616)  0.29
H (-2.883, 2.460, -8.751)  0.39
H (-1.354, 1.828, -8.090)  0.31
C (-3.761, 5.896, -1.676)  -1.04
S (-4.330, 4.299, -1.044)  0.58
O (-4.337, 3.336, -2.194)  -0.54
C (-6.041, 4.811, -0.753)  -1.04
H (-2.711, 5.802, -1.961)  0.32
H (-4.350, 6.183, -2.551)  0.29
H (-3.857, 6.653, -0.894)  0.39
H (-6.489, 5.165, -1.685)  0.33
H (-6.062, 5.603, -0.002)  0.39
H (-6.603, 3.950, -0.385)  0.31
C (9.318, 1.916, 1.394)  -0.99
S (9.561, 0.123, 1.393)  0.54
O (8.354, -0.496, 2.032)  -0.58
C (10.891, 0.114, 2.620)  -1.02
H (8.496, 2.154, 0.716)  0.31
H (9.068, 2.259, 2.401)  0.31
H (10.229, 2.408, 1.045)  0.39
H (10.543, 0.568, 3.552)  0.32
H (11.750, 0.665, 2.232)  0.39
H (11.182, -0.922, 2.809)  0.32

Cartesian forces (eV/Å) of the 6 atoms listed first:
C 1.2 1.5 0.1
S -6.3 -1.0 2.1
O 4.2 2.7 2.2
O 1.5 0.3 -4.8
C 2.5 0.9 -2.0
C 0.0 0.9 0.7

---

[2]
DFT (ωB97M-V/def2-TZVPD) results for a structure of composition C15H32IrN3O3P.

Output
- E_LUMO (eV) = -11.26
- 2S+1 = 1
- net charge = +3
- HOMO level (hartree) = -0.7036
- energy above the lowest of the compared OMol25 structures with the same formula, charge and spin (eV) = 0.0000

Each line ends with the natural charge from an NBO analysis.
Geometry (Å):
Ir (-0.010, -0.455, 0.684)  0.74
C (-0.091, 1.488, 2.809)  -0.45
N (0.569, 1.425, 1.464)  -0.41
C (0.179, 2.673, 0.750)  -0.43
C (2.052, 1.420, 1.651)  -0.26
C (2.479, 0.043, 2.070)  -0.26
N (2.016, -0.951, 1.047)  -0.36
C (2.019, -2.303, 1.681)  -0.44
C (3.007, -0.987, -0.070)  -0.44
H (0.290, 2.348, 3.363)  0.26
H (0.121, 0.591, 3.395)  0.21
H (-1.164, 1.591, 2.675)  0.23
H (0.513, 3.534, 1.331)  0.24
H (-0.905, 2.711, 0.660)  0.22
H (0.645, 2.698, -0.229)  0.23
H (2.327, 2.151, 2.414)  0.26
H (2.515, 1.728, 0.713)  0.24
H (2.039, -0.229, 3.029)  0.23
H (3.562, -0.030, 2.184)  0.27
H (3.020, -2.519, 2.057)  0.26
H (1.756, -3.056, 0.942)  0.23
H (1.329, -2.326, 2.526)  0.21
H (3.970, -1.293, 0.339)  0.24
H (3.102, -0.008, -0.523)  0.23
H (2.688, -1.717, -0.811)  0.24
N (-0.936, -2.323, 0.388)  -0.76
C (-2.110, -1.482, 0.486)  0.13
C (-2.973, -1.282, -0.603)  -0.22
C (-4.064, -0.454, -0.444)  -0.15
C (-4.304, 0.183, 0.779)  -0.13
C (-3.449, 0.004, 1.851)  -0.17
C (-2.344, -0.837, 1.717)  -0.31
H (-0.833, -3.001, 1.143)  0.44
H (-0.904, -2.822, -0.500)  0.44
H (-2.810, -1.811, -1.535)  0.25
H (-4.756, -0.320, -1.265)  0.27
H (-5.181, 0.807, 0.893)  0.27
H (-3.661, 0.469, 2.805)  0.27
H (-1.751, -1.102, 2.592)  0.25
C (1.862, 1.309, -3.052)  -0.26
O (1.300, 1.004, -1.719)  -0.86
P (0.193, -0.070, -1.495)  2.25
O (-1.127, 0.383, -2.193)  -0.83
C (-1.739, 1.707, -2.132)  -0.25
O (0.532, -1.412, -2.194)  -0.87
C (0.223, -1.837, -3.578)  -0.24
H (1.128, 1.863, -3.631)  0.22
H (2.141, 0.382, -3.548)  0.21
H (2.740, 1.918, -2.867)  0.24
H (-2.449, 1.740, -2.952)  0.25
H (-0.982, 2.478, -2.260)  0.21
H (-2.255, 1.817, -1.181)  0.20
H (1.109, -2.352, -3.934)  0.24
H (-0.005, -0.970, -4.190)  0.21
H (-0.624, -2.514, -3.536)  0.22

Cartesian forces (eV/Å) of the 6 atoms listed first:
Ir 0.5 -0.3 0.3
C 0.0 -0.1 0.0
N -0.2 0.2 0.0
C 0.0 0.0 0.0
C 0.1 0.1 0.0
C 0.0 0.0 0.0

---

[3]
DFT (ωB97M-V/def2-TZVPD) results for a cluster of 12 separate species, C71H84N12O2S2 in total.

Output
- E_LUMO (eV) = 0.23
- 2S+1 = 1
- SMILES = CCCCN(CCCC[C@@H]1COC(=O)C1)C(=S)SCCC.c1ccncc1.c1ccncc1.c1ccncc1.c1ccncc1.c1ccncc1.c1ccncc1.c1ccncc1.c1ccncc1.c1ccncc1.c1ccncc1.c1ccncc1
- HOMO level (hartree) = -0.3010

Each line ends with the Mulliken charge.
Geometry (Å):
C (-1.848, 4.781, 1.396)  -0.61
C (-3.424, 4.480, 1.477)  -0.71
C (-3.902, 3.149, 0.718)  0.00
C (-3.371, 3.002, -0.801)  -0.31
N (-3.815, 1.665, -1.329)  0.60
C (-2.919, 1.188, -2.415)  -1.09
C (-1.446, 0.808, -1.934)  -0.94
C (-1.372, -0.033, -0.574)  1.44
C (-0.107, 0.565, 0.261)  -1.07
C (-0.258, 0.090, 1.776)  0.44
C (0.315, 1.046, 2.927)  -0.71
O (0.478, 0.180, 4.097)  -0.31
C (0.131, -1.189, 3.779)  0.59
O (-0.369, -2.065, 4.497)  -0.58
C (0.525, -1.250, 2.221)  -0.41
C (-5.231, 1.750, -1.776)  0.00
S (-5.604, 2.293, -3.338)  -0.18
S (-6.675, 1.335, -0.730)  -0.20
C (-6.157, 0.700, 0.926)  -0.37
C (-5.144, -0.552, 0.876)  1.17
C (-5.793, -1.814, 0.122)  -0.90
H (-1.540, 5.199, 2.421)  0.36
H (-1.631, 5.602, 0.622)  0.19
H (-1.264, 3.823, 1.173)  -0.05
H (-3.676, 4.376, 2.596)  0.32
H (-3.988, 5.424, 1.132)  0.24
H (-3.660, 2.180, 1.292)  -0.06
H (-5.048, 3.226, 0.627)  0.17
H (-3.824, 3.880, -1.393)  0.14
H (-2.245, 3.151, -0.832)  0.09
H (-2.788, 1.946, -3.276)  0.30
H (-3.409, 0.238, -2.844)  0.46
H (-0.986, 0.153, -2.762)  0.39
H (-0.772, 1.738, -1.874)  0.34
H (-2.280, 0.057, 0.099)  -1.04
H (-1.076, -1.100, -0.836)  0.21
H (0.885, 0.218, -0.173)  0.31
H (-0.167, 1.714, 0.257)  0.41
H (-1.320, -0.118, 2.129)  0.00
H (-0.546, 1.768, 3.170)  0.30
H (1.273, 1.598, 2.668)  0.33
H (0.124, -2.159, 1.643)  0.15
H (1.655, -1.137, 2.169)  0.10
H (-7.115, 0.291, 1.424)  0.53
H (-5.788, 1.513, 1.652)  -0.11
H (-4.239, -0.230, 0.268)  -1.11
H (-4.819, -0.779, 1.954)  0.36
H (-6.934, -1.710, 0.137)  0.34
H (-5.414, -2.745, 0.653)  0.31
H (-5.404, -1.772, -0.957)  0.01
N (-1.067, 5.827, -1.829)  -0.09
C (-2.230, 5.968, -2.483)  -0.04
C (-2.328, 6.379, -3.802)  -0.90
C (-1.157, 6.666, -4.489)  -0.30
C (0.060, 6.531, -3.836)  -0.40
C (0.051, 6.110, -2.516)  -0.45
H (-3.114, 5.735, -1.900)  0.53
H (-3.295, 6.473, -4.279)  0.47
H (-1.193, 6.992, -5.522)  0.38
H (0.993, 6.747, -4.340)  0.40
H (0.977, 5.984, -1.964)  0.42
N (2.532, -4.439, 1.534)  -0.46
C (3.707, -4.353, 0.894)  -0.55
C (4.907, -4.059, 1.520)  -0.38
C (4.895, -3.836, 2.890)  -0.50
C (3.693, -3.917, 3.577)  -0.17
C (2.548, -4.221, 2.858)  -0.56
H (3.664, -4.532, -0.176)  0.43
H (5.827, -4.005, 0.952)  0.68
H (5.814, -3.601, 3.416)  0.37
H (3.646, -3.748, 4.646)  0.37
H (1.583, -4.299, 3.351)  0.73
N (-4.557, 1.016, 4.402)  -0.11
C (-5.852, 1.257, 4.660)  -0.03
C (-6.562, 0.648, 5.682)  -0.77
C (-5.898, -0.267, 6.486)  -0.24
C (-4.559, -0.537, 6.240)  -0.65
C (-3.938, 0.128, 5.195)  -0.17
H (-6.328, 1.978, 4.002)  0.38
H (-7.606, 0.883, 5.846)  0.39
H (-6.418, -0.766, 7.296)  0.37
H (-4.010, -1.246, 6.847)  0.42
H (-2.892, -0.047, 4.965)  0.41
N (2.770, -2.345, 6.864)  -0.16
C (2.289, -1.136, 6.530)  0.00
C (2.786, 0.057, 7.031)  -0.79
C (3.838, 0.002, 7.934)  -0.20
C (4.353, -1.234, 8.298)  -0.66
C (3.789, -2.369, 7.738)  -0.11
H (1.468, -1.141, 5.823)  0.42
H (2.361, 1.004, 6.723)  0.43
H (4.253, 0.913, 8.349)  0.38
H (5.173, -1.314, 9.000)  0.37
H (4.159, -3.358, 7.989)  0.39
N (-3.434, -3.517, -1.372)  0.08
C (-2.340, -4.249, -1.105)  -0.29
C (-2.131, -5.529, -1.592)  -0.69
C (-3.108, -6.092, -2.399)  -0.20
C (-4.249, -5.359, -2.689)  -0.86
C (-4.363, -4.085, -2.156)  -0.02
H (-1.606, -3.767, -0.468)  0.41
H (-1.226, -6.071, -1.347)  0.44
H (-2.981, -7.092, -2.798)  0.40
H (-5.033, -5.768, -3.315)  0.39
H (-5.236, -3.472, -2.357)  0.37
N (5.811, 0.416, 0.908)  -0.49
C (5.813, -0.894, 0.614)  0.02
C (6.604, -1.461, -0.374)  -0.22
C (7.439, -0.628, -1.105)  -0.17
C (7.454, 0.730, -0.823)  -0.40
C (6.629, 1.198, 0.187)  -0.38
H (5.142, -1.502, 1.210)  0.34
H (6.567, -2.526, -0.567)  0.26
H (8.071, -1.033, -1.887)  0.27
H (8.093, 1.408, -1.374)  0.41
H (6.608, 2.252, 0.447)  0.37
N (3.333, 4.527, -3.011)  -0.34
C (3.320, 3.222, -3.320)  -0.31
C (4.093, 2.659, -4.323)  -0.50
C (4.926, 3.491, -5.055)  -0.16
C (4.957, 4.846, -4.758)  -0.47
C (4.148, 5.311, -3.733)  -0.22
H (2.651, 2.612, -2.722)  0.47
H (4.044, 1.596, -4.526)  0.38
H (5.545, 3.089, -5.849)  0.39
H (5.595, 5.525, -5.309)  0.37
H (4.141, 6.361, -3.461)  0.39
N (0.709, -4.849, -3.726)  -0.37
C (-0.470, -4.545, -4.290)  -0.18
C (-0.860, -4.985, -5.545)  -0.62
C (0.018, -5.782, -6.264)  -0.23
C (1.245, -6.110, -5.704)  -0.46
C (1.539, -5.623, -4.441)  -0.15
H (-1.120, -3.917, -3.691)  0.55
H (-1.826, -4.710, -5.950)  0.38
H (-0.251, -6.145, -7.250)  0.37
H (1.955, -6.730, -6.237)  0.36
H (2.484, -5.855, -3.960)  0.35
N (-5.639, 7.578, -3.591)  -0.19
C (-5.553, 8.157, -2.383)  0.02
C (-6.401, 9.161, -1.947)  -0.72
C (-7.396, 9.600, -2.808)  -0.13
C (-7.506, 9.021, -4.063)  -0.53
C (-6.611, 8.020, -4.404)  -0.17
H (-4.757, 7.782, -1.747)  0.29
H (-6.287, 9.590, -0.959)  0.36
H (-8.079, 10.385, -2.503)  0.37
H (-8.270, 9.339, -4.761)  0.35
H (-6.659, 7.534, -5.373)  0.36
N (-1.074, -7.014, 4.992)  -0.52
C (-0.277, -5.966, 5.252)  -0.59
C (0.872, -6.043, 6.023)  -0.13
C (1.219, -7.273, 6.561)  -0.53
C (0.411, -8.373, 6.310)  -0.29
C (-0.715, -8.192, 5.524)  -0.25
H (-0.592, -5.025, 4.811)  0.66
H (1.480, -5.164, 6.198)  0.57
H (2.110, -7.374, 7.171)  0.38
H (0.651, -9.348, 6.715)  0.36
H (-1.376, -9.023, 5.296)  0.37
N (8.571, -0.974, -4.346)  -0.32
C (8.574, -2.283, -4.641)  -0.06
C (9.365, -2.850, -5.628)  -0.58
C (10.200, -2.018, -6.358)  -0.13
C (10.216, -0.660, -6.075)  -0.49
C (9.390, -0.191, -5.066)  -0.16
H (7.902, -2.892, -4.045)  0.35
H (9.328, -3.915, -5.820)  0.35
H (10.833, -2.423, -7.139)  0.36
H (10.855, 0.019, -6.625)  0.35
H (9.369, 0.862, -4.806)  0.36

Cartesian forces (eV/Å) of the 6 atoms listed first:
C -0.5 0.5 0.4
C 0.3 0.0 0.5
C -0.5 0.5 -0.6
C -0.7 1.2 1.6
N -0.8 0.9 -0.6
C 0.6 -0.8 -1.2

---

[4]
DFT (ωB97M-V/def2-TZVPD) results for a structure of composition C10H7N2O5Ru.

Output
- E_LUMO (spin up / spin down) (eV) = -7.82 / -11.34
- 2S+1 = 6
- net charge = +2
- HOMO level (spin up / spin down) (hartree) = -0.4647 / -0.6652
- <S²> = 8.80
- energy above the lowest of the compared OMol25 structures with the same formula, charge and spin (eV) = 0.0000

Each line ends with the natural charge from an NBO analysis.
Geometry (Å):
O (-1.014, 3.462, -3.485)  -0.21
C (-0.049, 2.854, -3.090)  0.12
Ru (-0.036, 1.010, -1.912)  0.24
O (-0.029, 2.954, 0.425)  -0.36
C (-0.010, 2.180, -0.439)  0.52
C (-0.450, -0.909, -1.552)  0.52
O (-0.833, -1.996, -1.488)  -0.39
C (1.907, 0.819, -1.935)  0.47
O (3.054, 0.669, -1.928)  -0.38
C (-1.991, 1.144, -2.084)  0.49
O (-3.141, 1.203, -2.106)  -0.36
H (1.014, 3.193, -3.307)  0.25
N (1.691, -1.885, 0.215)  -0.56
C (0.766, -1.431, 1.100)  0.40
C (0.539, -2.145, 2.298)  -0.10
C (-0.456, -1.693, 3.153)  -0.15
C (-1.233, -0.602, 2.757)  -0.08
C (-0.977, 0.008, 1.532)  0.13
N (0.040, -0.354, 0.743)  -0.47
H (1.973, -1.330, -0.588)  0.43
H (2.367, -2.546, 0.568)  0.44
H (1.163, -3.019, 2.482)  0.27
H (-0.630, -2.189, 4.102)  0.28
H (-2.040, -0.206, 3.364)  0.28
H (-1.625, 0.810, 1.175)  0.24

Cartesian forces (eV/Å) of the 6 atoms listed first:
O 2.4 -1.1 1.1
C -1.9 3.3 -3.5
Ru 1.4 -3.1 2.0
O 0.1 -2.4 -2.8
C -0.3 4.4 5.1
C -2.0 -4.8 -0.7